# 1
The following is a DFT calculation (the ωB97M-V functional and the def2-TZVPD basis) of a molecular structure, C34H52Br30IN5O5P4S.

## Properties
E_tot in hartree: -81258.20154
Lowest unoccupied orbital energy in eV: -0.79
Largest force on an atom in Eh/bohr: 0.0453
Highest occupied orbital energy in eV: -7.5
Orbital gap in eV: 6.7
Relative energy (zero: lowest compared OMol25 entry of this formula, charge and spin) in eV: 0.0000
Net charge: 0

XYZ file:
```
132
Properties=species:S:1:pos:R:3:forces:R:3
C -2.878142 -0.119321 4.353328 -0.1 -0.4 -0.9
C -2.008077 -0.459802 3.332049 -0.2 0.3 0.7
C -2.098001 -0.016670 1.873428 -1.2 -0.7 0.1
C -3.125964 1.118732 1.670564 -0.4 -0.2 -0.4
O -2.419622 -1.115493 0.983392 0.1 0.7 0.2
C -3.410637 -2.079072 1.314104 -0.2 -1.1 -1.5
C -2.784942 -3.302343 2.051757 -0.5 0.6 0.2
N -3.626384 -4.489797 1.879546 0.4 0.3 0.0
C -4.696772 -1.655634 2.064776 -0.3 -0.1 0.0
C -6.046658 -1.747765 1.328371 -0.1 0.9 0.8
S -7.320800 -1.035075 2.474765 -0.4 -0.1 0.1
C -7.703871 0.497294 1.733249 0.4 -0.5 -0.1
N -8.786460 0.852540 1.134706 0.1 0.1 0.2
N -8.584051 2.172886 0.744832 -0.3 0.2 -0.2
C -7.402481 2.493561 1.110673 0.1 -0.4 0.3
O -6.765422 1.480495 1.759406 -0.1 0.5 -0.2
P -3.996306 -2.814455 -0.366417 -0.7 -0.8 0.1
C -2.553041 -3.723282 -1.076375 -0.2 0.7 -0.3
C -4.212219 -1.402645 -1.539378 0.1 0.3 0.2
C -0.653355 0.482531 1.413396 1.0 -2.1 0.1
C 0.148418 -0.849059 1.137220 0.6 0.3 -0.2
C 1.657754 -0.720496 1.056411 0.2 -0.3 0.3
C 2.457143 -1.634222 1.740047 0.0 0.1 0.0
C 3.840001 -1.564917 1.647845 0.2 -0.2 0.0
C 4.468091 -0.601173 0.872785 -0.3 -0.1 0.1
C 3.687401 0.331475 0.194441 0.4 0.0 0.1
C 4.300222 1.429116 -0.642683 -0.4 -0.7 -0.1
C 2.310105 0.240260 0.297583 -0.4 0.4 -0.2
C 0.182470 1.155191 2.542506 -0.6 0.8 0.1
C -0.431770 2.237639 3.476999 0.8 -0.2 0.5
C -0.360520 1.817193 4.962766 0.1 0.3 -0.2
I 0.821392 4.049316 3.388258 -0.3 0.1 -0.1
N -0.652311 1.249842 0.153242 -0.5 0.1 0.5
P -1.503262 0.703104 -1.280901 -1.1 1.0 -0.6
P -0.189863 0.938744 -3.014443 -0.1 -1.7 -0.7
O -0.372711 -0.276804 -3.844525 -0.1 -0.1 0.1
O -0.635522 2.223433 -3.855518 0.2 0.1 0.7
O 1.339630 1.084756 -2.590314 -0.1 1.0 0.2
P -0.369954 2.905090 0.103882 0.0 0.7 -1.0
N -0.753465 3.527524 -1.281191 0.0 -0.3 0.3
H -2.654966 0.566961 5.164110 0.8 -1.6 1.1
H -3.897569 -0.505002 4.336552 -0.6 1.7 -0.9
H -1.157503 -1.098146 3.580745 1.0 1.5 0.2
H -3.875725 1.188326 2.455140 0.1 0.0 0.1
H -3.666227 0.901019 0.746694 0.1 0.1 0.0
H -2.682744 2.102142 1.534175 0.1 0.0 0.1
H -1.792780 -3.474018 1.637870 0.0 0.0 0.1
H -2.726147 -3.050054 3.117770 0.5 0.1 0.0
H -3.053356 -5.321167 1.834163 -0.2 -0.1 0.1
H -4.286548 -4.572871 2.639105 0.0 -0.3 0.0
H -4.670115 -0.661297 2.499812 0.3 0.0 -0.1
H -4.813481 -2.336354 2.915325 0.1 0.1 0.1
H -6.095567 -1.127565 0.437744 0.0 -0.3 -0.2
H -6.382058 -2.765906 1.176967 0.1 0.0 -0.4
H -6.889940 3.430844 0.985939 0.0 0.0 0.0
H -2.978363 -4.332339 -1.875614 0.0 -0.1 0.0
H -2.088650 -4.388739 -0.356292 0.1 0.0 0.0
H -1.832475 -3.052471 -1.551407 0.2 -0.1 0.2
H -5.141075 -1.550507 -2.091446 0.0 -0.2 0.0
H -4.321993 -0.449601 -1.015810 0.1 0.0 0.0
H -3.405275 -1.289952 -2.264892 0.0 0.0 0.1
H -0.065226 -1.571470 1.923979 -0.1 0.0 0.0
H -0.169849 -1.315624 0.206980 -0.3 0.1 0.0
H 2.007136 -2.419904 2.337617 -0.1 0.0 0.0
H 4.442836 -2.299572 2.168993 0.0 0.0 0.0
H 5.549532 -0.589864 0.805712 0.0 0.1 0.0
H 4.613489 2.274438 -0.030871 0.0 0.0 0.0
H 5.147354 1.033387 -1.210325 -0.4 0.5 0.3
H 3.548530 1.749011 -1.366486 0.2 0.3 0.0
H 1.721265 0.967289 -0.243022 0.0 -0.1 -0.1
H 0.520630 0.351568 3.191551 0.0 0.0 0.0
H 1.097834 1.568445 2.128416 0.0 -0.2 -0.3
H -1.414079 2.601969 3.205959 0.0 -0.1 -0.1
H 0.547731 2.202111 5.419351 0.0 -0.1 0.1
H -1.195492 2.236286 5.522995 0.0 -0.1 0.1
H -0.321481 0.734001 5.070435 -0.3 0.0 0.0
H -1.512958 -0.700464 -1.233115 0.8 0.1 0.3
H -1.602932 2.255044 -3.808027 0.0 0.4 -0.1
H 1.892921 0.478887 -3.102079 0.0 0.0 -0.1
H -1.131662 3.494739 1.127196 0.3 -0.3 0.3
H 0.993344 3.101260 0.388651 -0.1 -0.1 0.5
H 0.065540 3.938664 -1.715237 -0.3 0.0 -0.2
C 8.015872 -0.129039 -3.687311 0.1 -0.1 0.0
Br 8.304271 1.638665 -4.386384 0.0 0.0 0.0
Br 6.955315 -0.076475 -2.078395 0.4 -0.3 -0.3
Br 7.260416 -1.297893 -5.014526 0.0 0.0 0.1
H 8.979261 -0.534885 -3.414238 0.0 0.0 0.0
C -3.546725 -8.376811 2.900270 -0.1 -0.1 0.0
Br -4.908889 -7.618728 1.769546 0.0 -0.1 0.0
Br -3.730477 -10.284828 3.058253 0.0 0.0 0.0
Br -1.775425 -7.886112 2.328445 0.1 0.0 0.2
H -3.689381 -7.960123 3.886849 0.0 0.0 0.0
C 2.497856 2.549803 -6.867032 0.1 0.0 0.1
Br 1.571940 1.210458 -5.847245 0.1 -0.1 -0.4
Br 1.308311 3.952579 -7.434629 0.0 0.0 0.0
Br 4.013537 3.252180 -5.901957 0.0 0.0 0.0
H 2.880961 2.075940 -7.758928 0.0 0.0 0.0
C -8.729295 -4.699162 4.454378 -0.1 0.0 0.0
Br -9.980532 -3.794005 3.317756 0.0 -0.2 0.0
Br -9.064503 -6.591856 4.531295 0.1 0.0 0.0
Br -6.910730 -4.321257 3.933147 0.1 0.0 0.0
H -8.855620 -4.308998 5.454482 0.0 0.0 0.0
C 3.952618 5.410441 -1.569982 0.0 0.0 -0.1
Br 5.607296 4.473069 -1.855479 -0.1 -0.1 -0.2
Br 2.448454 4.474235 -2.325206 0.2 0.0 -0.1
Br 3.685061 5.809017 0.294002 0.0 -0.1 0.0
H 4.028003 6.354260 -2.091015 0.0 0.0 0.0
C -0.388140 -7.646603 -1.578520 0.0 -0.1 0.0
Br -2.270145 -7.593244 -1.189808 0.0 0.0 -0.2
Br -0.052085 -7.852251 -3.460104 0.0 0.0 0.0
Br 0.532666 -6.116563 -0.853416 0.0 0.0 0.0
H 0.014158 -8.519181 -1.084188 0.0 0.0 0.0
C -11.086123 -0.608340 6.303473 0.0 0.1 -0.1
Br -10.355106 -0.301441 4.554714 0.0 0.1 0.0
Br -10.536387 -2.310377 7.028135 0.0 0.0 0.0
Br -10.676883 0.831525 7.511847 0.0 0.0 0.0
H -12.160987 -0.642703 6.201091 0.0 0.0 0.0
C 10.187418 4.917694 -6.881551 0.0 0.0 -0.1
Br 10.818215 3.112035 -7.088444 0.0 0.0 0.0
Br 8.947959 5.079894 -5.416857 0.0 0.0 0.0
Br 11.643536 6.162398 -6.715101 0.0 0.0 0.0
H 9.649601 5.172080 -7.783345 0.0 0.0 0.0
C 9.177667 6.596021 -1.675224 0.0 0.0 -0.1
Br 7.574584 7.318439 -0.899118 0.1 0.2 0.1
Br 10.762947 7.441485 -0.986676 -0.1 0.0 0.0
Br 9.263439 4.684084 -1.475139 0.0 0.0 0.0
H 9.136934 6.811289 -2.733913 0.0 0.0 0.0
C 14.741038 3.711972 -7.517339 0.0 0.0 0.0
Br 15.241120 2.121862 -8.477697 0.0 0.0 0.0
Br 14.929437 3.480939 -5.616631 0.0 0.0 -0.1
Br 15.703566 5.255852 -8.148195 0.0 0.0 0.0
H 13.692023 3.886454 -7.713996 0.0 0.0 0.0
```
Forces are in eV/Å.

Atom charges from the Löwdin analysis, given in e for atoms 1 to 6: atom 1 (C): 0.054, atom 2 (C): -0.084, atom 3 (C): -0.386, atom 4 (C): -0.012, atom 5 (O): -0.182, atom 6 (C): -0.519

---

# 2
The following is a DFT calculation (the ωB97M-V functional and the def2-TZVPD basis) of C4H9N3O in the gas phase.

## Properties
E_tot in hartree: -397.19363
Lowest unoccupied orbital energy in eV: 0.76
Largest force on an atom in Eh/bohr: 0.0624
Highest occupied orbital energy in eV: -6.4
Orbital gap in eV: 7.2
Relative energy (zero: lowest compared OMol25 entry of this formula, charge and spin) in eV: 4.2727
Net charge: 0

XYZ file:
```
17
Properties=species:S:1:pos:R:3:forces:R:3
C 0.470220 -0.294805 -2.303473 0.0 0.0 0.0
C 0.055770 0.441493 -1.057077 -0.2 0.0 0.1
C -0.667616 1.533435 -1.142918 0.1 0.7 -0.5
O -1.234316 2.560437 -1.241038 -0.1 -0.3 0.0
N 0.311359 -0.088571 0.218371 -2.4 0.8 2.0
N 1.284382 -1.109903 0.363875 1.3 0.0 0.8
C -0.279075 0.561627 1.483280 2.1 -0.9 -1.0
N -1.351933 -0.178435 2.113316 -0.3 -0.3 -0.9
H 0.070754 -1.314569 -2.302065 0.0 0.1 0.0
H 0.093283 0.200512 -3.204944 0.1 0.0 0.3
H 1.560818 -0.345846 -2.381248 -0.1 0.0 0.0
H 1.395063 -1.688304 -0.468947 -0.6 0.3 0.3
H 1.047373 -1.710955 1.154015 -0.2 0.1 -0.5
H 0.550512 0.641395 2.195595 0.4 0.1 -0.3
H -0.607158 1.593405 1.326351 0.0 -0.3 -0.6
H -1.025122 -1.118044 2.307637 -0.3 0.2 0.5
H -1.674314 0.317129 2.939270 0.1 -0.4 0.0
```
Forces are in eV/Å.

Atom charges from the Löwdin analysis, given in e for atoms 1 to 6: atom 1 (C): -0.047, atom 2 (C): -0.298, atom 3 (C): -0.162, atom 4 (O): 0.137, atom 5 (N): -0.181, atom 6 (N): 0.040

---

> Among the records above, which one has the highest orbital gap?

C4H9N3O

---

> Among the records above, which one has the lowest largest force on an atom?

C34H52Br30IN5O5P4S

---

> Which value of net charge does entry 1 give?

0

---

> Which of these has the highest lowest unoccupied orbital energy?

C4H9N3O